Version a
{
  "formula": "C4H8NO2",
  "method": "ωB97M-V/def2-TZVPD",
  "molar_mass_g_mol": 102.11,
  "total_charge": -1,
  "species": ["O", "O", "N", "C", "C", "C", "C", "H", "H", "H", "H", "H", "H", "H", "H"],
  "coordinates": [[0.0029, -1.3013, 1.6489], [-0.3116, 0.9677, 2.1494], [-0.4301, -0.0513, -2.4762], [1.5163, 0.0271, -0.8862], [-0.2715, -0.0167, 1.3913], [0.0520, -0.2591, -1.1329], [-0.7617, 0.4675, -0.0967], [-0.7721, 1.5311, 0.1069], [0.1612, 0.4285, -3.1758], [-1.8643, 0.1878, -0.0413], [2.2009, -0.4047, -1.7513], [-1.1053, 0.5731, -2.2204], [-0.0417, -1.2924, -0.9547], [2.0151, -0.4174, 0.0135], [1.6762, 1.1090, -0.6821]]
}

Version b
{
  "formula": "C4H8NO2",
  "method": "ωB97M-V/def2-TZVPD",
  "molar_mass_g_mol": 102.11,
  "total_charge": -1,
  "species": ["O", "O", "N", "C", "C", "C", "C", "H", "H", "H", "H", "H", "H", "H", "H"],
  "coordinates": [[1.3942, -1.5593, -1.1426], [-1.2618, -0.8851, 2.4664], [-2.1740, 0.5947, 0.8938], [1.1648, -0.1911, -1.4643], [0.2716, 0.6998, -0.5194], [-1.2478, -0.0319, 1.5314], [0.2265, 0.1375, 0.8968], [0.7775, 1.6730, -0.5422], [2.1308, 0.2731, -1.6624], [-0.6946, 0.8754, -0.9937], [0.5899, -0.2198, -2.3870], [0.6090, -2.0049, -0.7984], [0.4822, 0.9851, 1.5460], [0.8500, -0.7333, 0.9500], [-3.1184, 0.3868, 1.2255]]
}

Most stable of them? version a.

Version a
{
  "formula": "C4H8NO2",
  "method": "ωB97M-V/def2-TZVPD",
  "molar_mass_g_mol": 102.11,
  "total_charge": -1,
  "species": ["O", "O", "N", "C", "C", "C", "C", "H", "H", "H", "H", "H", "H", "H", "H"],
  "coordinates": [[2.4548, -0.6681, 1.3644], [-1.1946, 0.0832, -2.3279], [0.6260, 0.4994, 0.4564], [-0.8370, -0.2277, -1.2139], [-0.6903, 0.7401, -0.0795], [1.5833, -0.7348, 0.4089], [-1.7834, 0.4532, 0.9918], [-1.4857, 0.6532, 2.0157], [-0.9128, 1.7657, -0.4244], [-2.7045, 0.9907, 0.7432], [0.8336, 0.9707, 1.3313], [-2.0594, -0.6049, 0.8797], [0.8689, -1.6268, 0.6047], [1.7807, -0.8142, -0.6881], [-0.5495, -1.2572, -0.9485]]
}

Version b
{
  "formula": "C4H8NO2",
  "method": "ωB97M-V/def2-TZVPD",
  "molar_mass_g_mol": 102.11,
  "total_charge": -1,
  "species": ["O", "O", "N", "C", "C", "C", "C", "H", "H", "H", "H", "H", "H", "H", "H"],
  "coordinates": [[-0.4157, 2.2978, -0.1868], [-1.3741, 0.6107, -1.4072], [0.1430, -1.5184, 1.1338], [-1.0098, -1.9147, 0.6945], [-0.9120, 1.7898, -1.2288], [0.4572, -0.1007, 0.9314], [1.5411, -0.0466, -0.1764], [-0.9327, 2.4944, -2.0857], [-1.1980, -2.9973, 0.7626], [-1.8171, -1.2756, 0.3026], [1.7251, 1.0375, -0.3781], [2.3733, -0.6248, 0.1925], [0.8352, 0.3524, 1.8564], [1.0462, -0.5338, -1.0262], [-0.4617, 0.4294, 0.6154]]
}

Version c
{
  "formula": "C4H8NO2",
  "method": "ωB97M-V/def2-TZVPD",
  "molar_mass_g_mol": 102.11,
  "total_charge": -1,
  "species": ["O", "O", "N", "C", "C", "C", "C", "H", "H", "H", "H", "H", "H", "H", "H"],
  "coordinates": [[-3.6982, -0.4738, 0.9575], [2.4890, -0.3434, 1.3917], [0.8537, -0.2361, -0.5676], [-0.4627, 0.4691, -0.7711], [1.3830, 0.0853, 0.7802], [-1.7157, -0.2972, -0.3940], [-2.5913, 0.0662, 0.6104], [3.5297, -0.6840, -0.6435], [-2.2187, 0.9596, 1.1953], [-0.4553, 1.4704, -0.2585], [3.7675, -0.6952, -1.2859], [-0.5174, 0.7396, -1.8172], [-1.9103, -1.1968, -0.9107], [0.8789, 0.9898, 1.2432], [0.6679, -0.8534, 0.4703]]
}

Most stable of them? version b.